Run 1
Computed, not measured: a cluster of 3 separate species, C3H12O2S2 in total, with ωB97M-V/def2-TZVPD.

```
19
Properties=species:S:1:pos:R:3:nbo_charge:R:1
C 0.68 -2.45 -0.30 -0.640
C -0.73 -1.97 -0.10 -0.592
S -1.52 -0.78 1.00 0.109
S -0.08 -1.05 2.57 0.049
C 1.19 0.15 1.97 -0.719
H 0.98 -3.27 0.39 0.232
H 0.91 -2.49 -1.38 0.232
H 1.47 -1.75 0.01 0.204
H -1.15 -2.99 0.28 0.229
H -1.04 -1.70 -1.16 0.217
H 0.52 0.94 1.82 0.238
H 1.68 -0.39 1.21 0.212
H 1.98 0.41 2.79 0.229
O -0.10 1.52 -1.28 -0.943
H -0.18 0.59 -1.17 0.472
H -0.98 1.93 -1.39 0.468
O -1.04 4.79 -1.94 -0.943
H -0.75 4.27 -1.03 0.477
H -1.85 4.25 -2.30 0.468
```

Calculated values
**HOMO energy**: -8.99 eV
**SMILES**: CCSSC.O.O
**LUMO level**: 0.2 eV
**Gap between HOMO and LUMO**: 9.18 eV

---

Run 2
Computed, not measured: a cluster of 3 separate species, C3H12O2S2 in total, with ωB97M-V/def2-TZVPD.

```
19
Properties=species:S:1:pos:R:3:nbo_charge:R:1
C 0.74 -0.23 -1.12 -0.660
C 0.95 -1.45 -0.18 -0.467
S 1.91 -0.87 1.37 0.026
S 0.54 0.44 2.08 0.075
C 1.51 1.84 2.58 -0.801
H -0.39 -0.08 -1.28 0.247
H 1.38 -0.43 -2.02 0.212
H 1.28 0.71 -0.82 0.228
H 0.05 -1.93 0.25 0.225
H 1.59 -2.16 -0.66 0.217
H 1.16 2.80 2.97 0.253
H 2.45 1.61 3.10 0.225
H 1.93 2.13 1.62 0.220
O -1.82 2.09 -0.84 -0.947
H -2.62 2.69 -1.05 0.471
H -1.99 1.79 0.10 0.477
O -2.87 -2.78 -1.75 -0.966
H -3.22 -2.42 -2.57 0.482
H -2.59 -3.75 -1.78 0.485
```

Calculated values
**HOMO energy**: -7.76 eV
**SMILES**: CCSSC.O.O
**LUMO level**: 0.6 eV
**Gap between HOMO and LUMO**: 8.34 eV

---

run 2 (0.695 eV below the next structure)

---

Run 1
Computed, not measured: a cluster of 2 separate species, C6H12N2 in total, with ωB97M-V/def2-TZVPD.

```
20
Properties=species:S:1:pos:R:3:nbo_charge:R:1
C -0.95 1.75 0.91 -0.398
C -0.15 1.10 0.06 -0.218
C -0.76 -0.26 -0.80 -0.077
N -1.42 -1.18 0.03 -0.849
C 0.40 -0.88 -1.51 -0.183
C 0.94 -0.40 -2.62 -0.402
H -0.83 2.80 1.14 0.201
H -1.66 1.22 1.53 0.185
H 0.55 1.67 -0.55 0.195
H -1.45 0.22 -1.51 0.211
H -0.79 -1.44 0.84 0.401
H -2.29 -0.80 0.39 0.355
H 0.80 -1.77 -1.04 0.209
H 0.55 0.49 -3.10 0.188
H 1.81 -0.84 -3.07 0.201
C 1.23 -0.11 1.53 -0.030
N 0.52 -1.09 2.02 -0.681
H 1.85 -0.35 0.68 0.184
H 1.54 0.76 2.12 0.168
H 0.12 -0.87 2.93 0.339
```

Calculated values
**HOMO energy**: -8.73 eV
**SMILES**: C=CC(N)C=C.C=N
**LUMO level**: 0.5 eV
**Gap between HOMO and LUMO**: 9.24 eV

---

Run 2
Computed, not measured: a cluster of 3 separate species, C6H12N2 in total, with ωB97M-V/def2-TZVPD.

```
20
Properties=species:S:1:pos:R:3:nbo_charge:R:1
C 0.81 -1.97 0.30 -0.321
C 0.69 -2.04 1.79 -0.683
N 0.73 0.20 -0.38 -0.219
C -0.51 0.01 -0.16 0.350
N 1.56 0.87 0.46 -0.618
C -0.73 2.14 -1.00 -0.227
C -1.74 -0.42 -0.05 -0.548
C -0.87 2.36 -2.30 -0.501
H 1.09 1.47 1.13 0.358
H 2.24 1.38 -0.08 0.378
H -0.85 2.92 -0.24 0.162
H 0.14 -2.58 -0.30 0.179
H 1.81 -1.94 -0.10 0.183
H -2.56 0.24 -0.32 0.249
H -1.97 -1.37 0.41 0.225
H 1.21 -1.19 2.26 0.215
H 1.17 -2.95 2.18 0.221
H -0.35 -2.06 2.12 0.203
H -1.13 3.34 -2.71 0.196
H -0.73 1.57 -3.03 0.198
```

Calculated values
**HOMO energy (spin up / spin down)**: -7.55 / -6.76 eV
**LUMO level (spin up / spin down)**: 1.0 / 0.3 eV
**Gap between HOMO and LUMO (spin up / spin down)**: 8.51 / 7.08 eV

---

run 1 (4.842 eV below the next structure)

---

Run 1
Computed, not measured: an isolated molecule of C6H12N2, with ωB97M-V/def2-TZVPD.

```
20
Properties=species:S:1:pos:R:3:nbo_charge:R:1
C 0.00 -1.48 2.30 -0.244
N -0.43 -0.36 1.79 -0.201
N -0.69 -0.40 0.50 -0.258
C -0.29 -1.43 -0.49 -0.253
C -0.57 -0.43 -1.70 -0.432
C -0.91 0.57 -0.55 -0.011
C 0.02 1.84 -0.35 -0.405
C 1.31 1.28 0.10 -0.625
H -0.22 -2.49 1.69 0.177
H 0.44 -1.33 3.27 0.203
H -0.79 -2.35 -0.70 0.199
H 0.87 -1.88 -0.46 0.192
H -1.48 -0.69 -2.36 0.209
H 0.24 -0.27 -2.43 0.220
H -1.83 1.00 -0.66 0.190
H -0.06 2.64 -1.14 0.207
H -0.28 2.32 0.48 0.199
H 1.10 0.63 0.91 0.228
H 1.62 0.77 -0.77 0.196
H 1.96 2.05 0.58 0.208
```

Calculated values
**HOMO energy**: -8.09 eV
**SMILES**: C=NN1CC[C@@H]1CC
**LUMO level**: 1.1 eV
**Gap between HOMO and LUMO**: 9.15 eV

---

Run 2
Computed, not measured: a structure of composition C6H12N2, with ωB97M-V/def2-TZVPD.

```
20
Properties=species:S:1:pos:R:3:nbo_charge:R:1
C 1.72 -0.52 -0.33 -0.424
C 1.64 0.97 -0.22 -0.398
C 0.14 0.84 0.24 -0.087
C -1.28 1.36 0.02 -0.216
C -1.01 -1.27 -0.40 -0.271
C 0.38 -1.14 0.43 -0.047
H 2.47 -0.89 0.26 0.214
H 1.85 -0.84 -1.35 0.210
H 1.73 1.63 -1.18 0.208
H 2.21 1.56 0.51 0.213
H 0.02 0.24 -0.68 0.198
H -1.76 1.97 0.84 0.193
H -1.39 2.05 -0.91 0.197
H -2.77 -0.15 0.33 0.374
H -0.75 -1.40 -1.53 0.186
H -1.46 -2.18 0.00 0.217
H 0.60 -2.00 1.05 0.185
H -0.66 -0.09 1.81 0.361
N -1.90 -0.07 -0.23 -0.685
N 0.21 -0.06 1.34 -0.629
```

Calculated values
**HOMO energy**: -8.63 eV
**LUMO level**: 1.1 eV
**Gap between HOMO and LUMO**: 9.72 eV

---

Run 3
Computed, not measured: a structure of composition C6H12N2, with ωB97M-V/def2-TZVPD.

```
20
Properties=species:S:1:pos:R:3:nbo_charge:R:1
C -0.72 0.36 0.22 0.294
C 1.78 -1.21 -0.02 -0.339
C -1.17 0.15 1.59 -0.776
C -1.19 -0.62 -0.81 -0.666
C -0.64 1.79 -0.27 -0.654
N 1.06 -0.13 0.63 -0.728
C 2.17 -0.90 -1.39 0.265
N 2.42 -0.62 -2.48 -0.342
H 1.66 0.70 0.68 0.358
H 1.14 -2.10 -0.04 0.228
H 2.69 -1.47 0.54 0.239
H -1.26 1.05 2.20 0.216
H -0.04 -0.32 1.83 0.343
H -2.00 -0.54 1.71 0.218
H -0.18 2.43 0.48 0.217
H -0.58 -0.58 -1.72 0.231
H -2.22 -0.37 -1.09 0.230
H -1.20 -1.64 -0.42 0.217
H -0.08 1.85 -1.20 0.224
H -1.65 2.16 -0.45 0.225
```

Calculated values
**HOMO energy**: -8.90 eV
**LUMO level**: 0.8 eV
**Gap between HOMO and LUMO**: 9.71 eV

---

run 3 (1.823 eV below the next structure)